Here is 2 unconnected molecules or ions with the total composition C2H5O at a distorted geometry from the Open Molecules 2025 dataset. Energies are from ωB97M-V/def2-TZVPD.

Positions of all 8 atoms, in Å:
H1 -1.115 1.016 2.405
C1 0.178 0.196 -0.582
H2 -0.071 0.486 0.481
H3 -0.464 0.749 -1.254
H4 0.990 -1.243 -1.838
C2 0.733 -1.013 -0.809
O1 -1.066 1.524 1.600
H5 0.815 -1.715 -0.002

## Properties
- Kohn-Sham gap (eV) = 6.80
- E_HOMO (eV) = -2.30
- relative energy (zero: lowest compared OMol25 entry of this formula, charge and spin) (kcal/mol) = 28.6
- LUMO energy (eV) = 4.494
- net charge = -1
- multiplicity = 1

Here is a molecular structure, C44H39Br3CsIN4O2S2Sb at a distorted geometry from the Open Molecules 2025 dataset. Energies are from ωB97M-V/def2-TZVPD.

Positions of all 97 atoms, in Å:
C1 0.864 -0.858 -3.743
H1 1.987 0.486 4.974
H2 -2.632 -4.271 -3.011
O1 -1.126 2.327 -2.992
C2 -2.002 -3.391 -2.981
H3 3.365 -4.161 3.472
H4 -3.786 0.835 1.479
Br1 -0.360 2.172 -5.989
C3 -1.277 0.259 3.076
H5 4.206 -3.006 0.532
C4 -1.867 2.973 -5.154
Cs1 -0.312 2.145 -0.786
N1 -1.198 1.378 2.345
H6 5.243 -2.971 -2.869
C5 -3.910 4.206 -5.435
C6 -4.328 -0.794 0.225
C7 4.244 0.256 -3.059
Br2 -5.155 5.064 -6.596
C8 1.187 -4.601 2.178
H7 3.941 -2.781 2.523
H8 1.402 -0.430 3.583
C9 -5.371 4.680 -2.038
C10 5.853 0.165 3.952
H9 5.414 -1.005 -4.348
H10 -0.422 -5.822 1.445
H11 3.026 -3.719 -0.552
C11 1.902 -3.402 2.090
C12 3.771 -0.199 2.122
S1 -5.397 -2.131 0.035
H12 4.321 1.137 -3.686
H13 -4.069 4.887 0.677
Sb1 2.173 -0.397 0.698
H14 -1.142 -4.124 -0.236
C13 0.401 -2.737 0.326
C14 -1.973 2.894 -3.752
H15 1.673 1.314 3.429
H16 -1.454 3.621 4.847
S2 -0.625 -3.239 -3.976
C15 6.140 -0.173 2.638
C16 -1.422 0.257 4.447
H17 -1.463 -0.677 4.997
H18 -5.226 1.121 0.509
C17 3.073 -3.208 3.027
C18 2.059 0.393 3.888
H19 0.045 -1.993 -0.382
H20 4.754 -3.959 -0.855
H21 6.654 0.308 4.669
H22 1.008 -0.887 -4.823
C19 4.057 -1.995 -1.378
H23 2.829 -2.523 3.844
C20 -4.692 0.372 1.097
C21 -1.416 2.655 4.363
N2 -3.251 -0.867 -0.499
H24 7.167 -0.291 2.314
C22 -1.277 2.521 2.992
C23 3.416 -0.794 -1.021
C24 4.856 -0.934 -3.421
H25 1.775 -1.218 -3.261
H26 3.068 1.256 -1.582
O2 -1.604 1.599 6.443
H27 -5.515 3.882 0.554
H28 -3.895 3.141 0.614
H29 -4.562 -3.754 -1.602
H30 -5.998 5.251 -3.988
C25 -4.477 3.976 0.227
C26 -2.142 -2.279 -2.219
C27 3.481 0.160 3.446
H31 -2.655 3.631 -7.045
H32 -1.200 -0.677 2.525
C28 -3.174 3.537 -3.202
H33 5.334 -0.579 0.698
H34 -6.225 5.121 -1.536
C29 4.757 -2.042 -2.586
H35 0.680 0.172 -3.443
C30 -0.295 -3.939 0.413
H36 -5.329 0.073 1.931
C31 3.521 0.312 -1.873
C32 -2.809 3.612 -5.975
Br3 -1.175 4.094 1.934
C33 -4.123 4.181 -4.034
C34 5.099 -0.346 1.729
H37 -1.612 0.716 6.829
C35 -3.254 -2.020 -1.272
C36 -5.245 4.755 -3.390
C37 -0.317 -1.672 -3.319
C38 -4.376 4.025 -1.278
H38 4.304 0.619 5.368
N3 -3.330 3.474 -1.842
H39 1.501 -5.341 2.910
C39 4.007 -3.238 -0.518
C40 -1.483 1.484 5.094
I1 2.758 3.067 0.725
C41 0.104 -4.879 1.352
C42 1.509 -2.447 1.134
C43 4.529 0.336 4.345
C44 -4.336 -2.819 -1.108
N4 -1.172 -1.311 -2.406

## Properties
- Kohn-Sham gap (eV) = 6.15
- E_HOMO (eV) = -4.54
- relative energy (zero: lowest compared OMol25 entry of this formula, charge and spin) (kcal/mol) = 25.0
- LUMO energy (eV) = 1.614
- net charge = -1
- multiplicity = 1

Here is 4 unconnected molecules or ions with the total composition CH9NO4 from the Open Molecules 2025 dataset. Energies are from ωB97M-V/def2-TZVPD.

Positions of all 15 atoms, in Å:
H1 0.843 1.132 1.730
O1 1.864 1.222 -0.519
O2 -2.609 -0.794 -2.256
H2 -2.745 -0.533 -1.337
H3 -0.295 -0.169 1.847
O3 0.425 -0.707 4.235
H4 0.537 -1.309 -3.788
O4 0.201 -1.529 -2.909
H5 -3.255 -1.507 -2.342
H6 1.274 1.664 -1.143
H7 -0.657 -1.095 -2.803
H8 0.761 1.298 4.113
N1 0.368 0.444 2.283
C1 0.551 0.328 3.635
H9 2.737 1.554 -0.748

## Properties
- Kohn-Sham gap (eV) = 10.18
- E_HOMO (eV) = -9.88
- relative energy (zero: lowest compared OMol25 entry of this formula, charge and spin) (kcal/mol) = 25.5
- LUMO energy (eV) = 0.299
- multiplicity = 1
- SMILES = NC=O.O.O.O

Here is 3 unconnected molecules or ions with the total composition C4H15NO2 at a distorted geometry from the Open Molecules 2025 dataset. Energies are from ωB97M-V/def2-TZVPD.

Positions of all 22 atoms, in Å:
C1 1.432 -0.489 -0.462
H1 -0.954 0.286 1.509
H2 -1.730 0.176 -2.156
O1 -2.562 -0.262 -2.145
H3 0.384 1.986 -1.098
O2 -0.075 2.322 -1.703
H4 -1.693 -1.757 0.743
H5 0.219 1.894 2.578
H6 2.224 0.186 -0.084
C2 0.457 -0.874 0.661
H7 1.264 2.092 1.159
H8 1.528 0.796 2.425
H9 0.868 -1.379 1.518
C3 -0.729 -1.851 0.248
N1 -0.134 0.541 0.980
H10 -0.999 -2.032 -0.831
H11 2.230 -1.376 -0.567
H12 -0.950 2.449 -1.469
H13 1.028 -0.102 -1.450
H14 -0.332 -2.787 0.328
C4 0.909 1.372 1.862
H15 -2.385 -1.191 -2.046

## Properties
- Kohn-Sham gap (eV) = 10.44
- E_HOMO (eV) = -9.60
- relative energy (zero: lowest compared OMol25 entry of this formula, charge and spin) (kcal/mol) = 77.7
- LUMO energy (eV) = 0.847
- multiplicity = 1
- SMILES = CNC(C)C.O.O

Here is a single C2H4NP molecule at a distorted geometry from the Open Molecules 2025 dataset. Energies are from ωB97M-V/def2-TZVPD.

Positions of all 8 atoms, in Å:
N1 -1.300 -0.862 0.775
H1 1.570 0.606 1.160
C1 -1.522 0.095 0.064
H2 1.865 1.037 -0.568
C2 -0.111 -0.518 -0.210
H3 -1.901 1.070 -0.260
P1 1.625 -0.203 0.100
H4 -0.225 -1.226 -1.062

## Properties
- Kohn-Sham gap (eV) = 9.98
- E_HOMO (eV) = -8.93
- relative energy (zero: lowest compared OMol25 entry of this formula, charge and spin) (kcal/mol) = 62.2
- LUMO energy (eV) = 1.056
- multiplicity = 1
- SMILES = P[C@@H]1C=N1

Here is 12 unconnected molecules or ions with the total composition C56H116F12N15O12PS6 at a distorted geometry from the Open Molecules 2025 dataset. Energies are from ωB97M-V/def2-TZVPD.

Positions of all 218 atoms, in Å:
H1 -3.774 1.835 -2.660
H2 -5.869 2.391 1.311
H3 6.172 -5.878 2.710
O1 -3.777 -2.219 -2.352
C1 -3.928 3.269 -5.429
H4 2.433 -5.662 -6.673
H5 0.651 5.967 9.625
H6 -3.056 -5.973 0.297
H7 0.948 -2.707 3.123
H8 -5.592 4.236 -1.417
H9 0.795 -8.285 -4.251
C2 -2.767 2.327 -5.043
H10 8.177 2.778 0.380
S1 0.113 0.516 1.723
C3 5.552 -6.138 1.853
H11 0.332 3.717 6.455
C4 -2.389 -1.320 5.084
N1 -1.050 5.236 5.944
C5 -1.571 -4.138 -3.183
H12 3.880 -5.370 0.825
H13 -1.368 3.134 6.371
H14 -2.585 -4.408 -3.497
C6 -0.389 3.355 4.412
C7 3.246 2.543 4.321
H15 5.764 1.116 -0.381
O2 -2.410 -0.451 0.075
H16 2.372 -4.208 0.363
H17 -1.128 -5.637 -7.427
H18 -2.373 -1.965 2.355
H19 -4.476 3.599 -4.549
H20 -2.870 3.167 1.483
H21 0.015 -4.270 -7.011
H22 -4.691 -0.269 -5.300
F1 -0.349 -0.018 8.130
C8 7.895 2.061 1.147
N2 -3.782 5.269 -0.813
H23 -1.539 -3.154 -2.725
H24 6.571 0.795 -5.634
N3 -1.917 -4.065 2.858
H25 1.567 -1.734 -1.654
O3 -3.823 -2.994 0.013
H26 -2.470 -0.605 -3.228
H27 1.443 -4.881 1.781
C9 -4.775 4.356 -0.724
N4 -3.206 0.972 -4.482
H28 3.743 4.329 3.108
H29 -0.714 -0.059 -5.625
H30 -1.874 -3.860 0.793
C10 3.837 -4.364 2.716
C11 -3.721 0.111 -5.619
F2 -5.297 -1.314 -0.877
P1 1.058 0.217 7.332
H31 0.210 -3.749 -4.378
H32 5.103 -4.144 1.019
H33 -5.119 7.592 -0.761
H34 2.536 -2.012 -3.145
H35 -2.698 -6.580 1.925
C12 4.591 -4.957 1.539
H36 6.196 -6.316 0.995
C13 3.098 -0.258 -1.965
H37 0.426 2.677 4.178
H38 -2.219 5.538 8.564
C14 4.355 0.286 -4.057
H39 1.828 -9.028 -5.385
H40 6.327 3.226 3.183
H41 -1.507 -6.240 -5.015
F3 -0.157 0.048 3.242
C15 -1.824 -3.760 5.022
S2 -1.006 -0.696 -0.126
C16 -4.951 7.273 -1.792
C17 -0.260 4.676 3.667
F4 0.366 0.895 6.036
C18 -1.477 -0.651 -5.116
N5 2.762 -3.355 2.240
H42 -3.987 5.217 -6.452
H43 -3.332 -1.310 5.632
H44 1.323 -0.882 -3.187
H45 3.968 -2.274 0.841
O4 -0.512 5.251 -3.506
H46 0.544 -5.651 -8.082
F5 1.711 4.916 -4.308
N6 -4.486 3.431 0.235
H47 -0.854 5.702 10.611
F6 -1.065 -2.243 -0.590
H48 -2.418 4.816 -5.921
H49 -5.127 1.610 -3.888
H50 0.621 4.824 3.044
C19 -2.896 5.007 0.213
C20 4.267 2.014 0.962
H51 -2.399 -0.501 4.370
H52 -1.253 -3.777 -5.269
F7 2.552 0.513 6.708
H53 -5.855 6.708 -2.014
H54 -4.790 8.160 -2.396
H55 -0.042 -6.289 -4.046
H56 8.103 1.023 0.900
H57 -2.077 2.119 -5.857
N7 1.393 3.846 -2.160
H58 5.011 -7.050 2.097
C21 5.822 2.722 2.374
H59 -3.048 4.986 6.668
N8 0.390 -6.029 -6.021
H60 -0.640 6.736 4.472
H61 -3.084 -1.939 -5.591
C22 1.994 -2.782 3.423
H62 -5.717 1.966 -0.486
C23 -2.963 -5.694 1.346
H63 -0.904 4.367 8.587
H64 3.971 -0.796 -1.603
C24 -1.137 5.432 8.501
H65 -0.890 -5.186 1.396
C25 -1.850 -4.678 1.509
H66 -3.425 5.966 -2.737
H67 -0.704 7.149 9.779
O5 1.464 0.954 1.992
H68 0.937 -3.346 1.096
N9 -5.850 -3.593 -1.507
H69 3.349 -7.232 -5.008
C26 1.868 -5.719 -5.741
H70 5.760 2.363 -6.256
H71 -1.294 2.771 4.238
H72 -0.930 7.010 7.039
O6 -0.940 1.484 1.535
H73 -2.900 7.074 -1.462
H74 3.235 1.928 0.658
H75 -4.531 1.367 0.621
H76 3.191 -1.615 4.784
H77 -2.255 2.876 -4.253
H78 -1.629 -1.094 5.834
H79 4.636 -1.410 3.123
H80 2.936 1.511 4.181
H81 2.533 3.334 2.406
O7 -5.108 -4.370 -3.761
C27 -0.553 -5.745 -4.842
S3 -4.521 -2.680 -1.207
H82 2.470 3.096 4.847
H83 -1.079 4.867 2.969
O8 -0.259 -0.112 -1.218
H84 -1.024 -1.614 -4.878
H85 2.344 -1.612 1.098
H86 2.697 2.534 -2.495
C28 1.795 -3.994 1.254
S4 -5.187 -4.691 -2.358
H87 0.999 -7.691 -7.175
H88 1.976 -3.521 4.227
C29 5.672 1.343 -5.893
C30 2.657 -1.500 3.842
C31 -0.101 -5.317 -7.274
H89 -2.815 6.390 5.622
O9 0.061 4.463 -0.112
O10 -4.174 -5.532 -1.759
C32 3.448 3.283 2.998
C33 -4.241 1.200 -3.417
H90 8.347 2.270 2.114
H91 1.949 -0.698 4.040
H92 0.482 5.981 7.131
C34 -2.681 -0.988 -5.945
C35 -0.617 3.777 5.923
H93 -4.627 2.709 -6.056
H94 -1.770 -3.780 6.098
H95 -4.416 0.300 -2.825
C36 -5.226 2.191 0.458
N10 -2.148 -2.586 4.404
C37 -3.294 3.842 0.754
H96 -2.001 5.583 0.366
C38 -0.739 -4.291 -4.453
H97 4.627 -0.711 -4.362
H98 1.891 -4.695 -5.371
C39 3.211 -2.047 1.594
H99 4.430 -3.788 3.422
N11 -0.113 -1.018 1.109
H100 -1.613 -5.779 4.114
N12 4.495 2.714 2.149
H101 -2.938 4.724 4.980
H102 -3.980 0.686 -6.508
C40 3.646 -1.169 2.728
H103 5.135 0.852 -6.705
H104 3.203 -5.121 3.175
N13 4.759 1.370 -4.728
H105 0.741 5.839 5.115
C41 -0.278 5.744 4.737
C42 -2.057 0.121 -3.931
C43 -2.144 -2.755 3.051
C44 -0.425 6.097 9.690
S5 0.482 4.226 -3.538
O11 -0.957 2.922 -1.724
S6 0.240 3.553 -1.211
F8 0.887 -1.242 6.612
N14 6.456 2.193 1.323
H106 2.619 0.337 -1.189
H107 -1.386 0.761 -3.359
H108 4.174 2.608 4.888
C45 2.319 -6.894 -4.897
H109 3.626 -0.108 2.491
H110 -2.441 -1.136 -6.996
C46 2.074 -1.262 -2.493
H111 -3.922 -5.312 1.689
H112 -1.462 -4.892 -2.400
C47 -3.673 6.368 -1.756
N15 3.538 0.636 -3.058
H113 2.255 -6.526 -3.869
F9 1.715 -0.538 8.612
C48 -2.539 5.349 5.777
C49 4.121 2.470 -4.184
C50 -0.606 5.979 7.196
C51 0.475 -7.564 -6.227
F10 1.091 1.635 8.115
H114 4.309 3.469 -4.539
C52 -1.780 -4.718 4.046
C53 -3.326 4.361 -6.322
H115 -0.501 -8.043 -6.219
F11 -6.446 -5.690 -2.378
O12 0.171 3.065 -4.310
H116 -3.087 3.909 -7.283
C54 1.385 -8.064 -5.143
C55 5.500 1.733 0.462
C56 3.380 1.998 -3.139
F12 1.000 2.359 -0.458

## Properties
- Kohn-Sham gap (eV) = 8.05
- E_HOMO (eV) = -15.52
- LUMO energy (eV) = -7.476
- net charge = +4
- multiplicity = 1

Here is 10 unconnected molecules or ions with the total composition C33H52N3O17 at a distorted geometry from the Open Molecules 2025 dataset. Energies are from ωB97M-V/def2-TZVPD.

Positions of all 105 atoms, in Å:
H1 5.193 1.733 1.359
O1 0.986 4.217 1.451
O2 2.192 2.013 -2.102
O3 -3.615 -0.631 -5.016
H2 6.846 -0.702 0.610
H3 5.226 3.846 3.469
H4 2.438 1.484 6.246
H5 -4.263 3.518 -3.258
H6 3.604 3.254 1.683
O4 4.380 -2.841 -1.737
H7 2.120 1.144 1.712
O5 4.579 5.499 5.498
H8 0.969 -0.830 6.099
H9 -3.418 -6.694 1.274
O6 1.799 1.346 -4.095
C1 -1.248 -1.087 -5.069
H10 2.575 0.098 0.436
H11 -1.018 -3.279 -4.556
C2 6.143 0.078 0.484
C3 -0.392 -0.684 -6.205
H12 0.597 -0.973 -6.184
C4 -0.197 -6.485 2.603
O7 5.415 0.363 2.612
H13 -1.006 -1.948 -1.801
H14 -0.389 -0.058 -3.810
O8 0.147 1.412 3.950
H15 0.177 -0.798 4.616
H16 5.348 -0.509 2.427
C5 3.863 5.375 4.534
C6 2.038 1.748 5.391
H17 -0.313 0.421 -6.328
C7 -5.830 2.854 -0.405
H18 0.559 6.045 3.360
H19 -6.154 -0.455 -1.046
C8 7.162 1.873 2.047
N1 1.396 1.883 -3.111
C9 0.669 1.103 5.246
N2 3.324 -2.680 -1.053
H20 -6.058 1.768 -0.495
H21 -0.076 1.399 6.063
C10 -4.665 -0.638 -2.993
C11 -1.651 -2.614 -5.129
H22 -3.888 -0.066 -2.390
C12 -3.410 2.260 -0.764
C13 4.249 4.294 3.435
C14 1.883 4.480 2.275
C15 -4.599 3.199 -1.203
H23 0.160 -4.848 -0.679
H24 -2.056 -2.830 -6.066
C16 -5.968 -0.968 -2.174
H25 0.421 0.265 -1.486
C17 -4.581 -1.017 -4.393
H26 -5.650 -2.136 -6.100
H27 1.977 2.974 5.495
C18 -7.024 -1.709 -2.768
O9 0.179 1.565 -2.729
H28 -4.167 4.200 -0.909
H29 -2.241 -7.498 3.222
O10 -2.381 -5.245 -0.827
C19 -1.721 -5.660 0.112
O11 0.472 -6.789 3.527
H30 -3.879 1.169 -0.799
H31 1.615 -5.651 1.577
C20 1.740 0.349 1.112
C21 1.650 5.644 3.266
H32 7.902 1.433 2.642
H33 -2.564 2.322 -1.481
C22 -2.383 -6.449 1.183
H34 6.871 2.767 2.629
H35 -1.704 -0.736 -1.011
H36 -0.937 -0.898 -7.191
H37 -0.945 -2.191 -0.215
C23 -5.663 -1.835 -5.052
H38 5.285 -0.298 0.435
C24 -6.820 -2.276 -4.205
N3 0.288 -0.472 -0.838
H39 -2.162 -0.451 -5.184
C25 2.628 5.977 4.248
H40 2.583 1.907 4.432
O12 -8.066 -2.065 -2.255
C26 0.974 -0.343 5.197
H41 2.502 6.951 4.899
C27 5.957 1.092 1.514
H42 -5.736 3.131 0.712
O13 3.279 -3.148 0.117
H43 -2.630 -2.712 -4.491
H44 -3.161 2.517 0.264
C28 0.477 0.337 0.613
H45 -0.012 2.428 3.923
H46 1.611 -0.599 1.552
H47 -6.755 3.539 -0.479
C29 -0.918 -1.300 -0.965
H48 6.417 0.524 -0.540
C30 -0.321 -5.481 0.224
O14 2.574 -1.839 -1.482
C31 -1.620 -6.974 2.501
H49 -7.553 -2.997 -4.474
C32 0.504 -5.679 1.547
H50 0.999 -1.049 -0.940
H51 7.647 2.244 1.097
O15 -0.568 0.913 1.061
O16 -4.751 2.910 -2.556
C33 3.257 3.859 2.362
H52 1.712 -0.706 4.716
O17 -0.435 -0.901 -4.019

## Properties
- Kohn-Sham gap (eV) = 5.09
- E_HOMO (eV) = -5.65
- relative energy (zero: lowest compared OMol25 entry of this formula, charge and spin) (kcal/mol) = 84.9
- LUMO energy (eV) = -0.558
- net charge = -1
- multiplicity = 1